Record 1
C28H41ClMnN6O4PS3Sb | the ωB97M-V functional and the def2-TZVPD basis

CARTESIAN COORDINATES (ANGSTROEM)
Mn -1.07 0.69 0.64
S -3.70 4.09 -1.15
Sb -3.43 3.25 0.95
S -0.95 2.78 1.23
S -3.29 0.78 0.71
C 1.96 -3.59 -1.15
N 1.57 -2.28 -1.67
C 0.86 -2.35 -2.93
C 1.26 -1.24 -0.78
N 0.07 -0.77 -0.59
C -1.06 -1.55 -0.97
C -1.19 -2.82 -0.47
C -2.27 -3.64 -0.85
C -3.20 -3.18 -1.73
C -3.15 -1.85 -2.22
C -4.17 -1.34 -3.05
C -4.16 -0.04 -3.44
C -3.11 0.81 -3.06
C -2.06 0.35 -2.30
N -1.07 1.22 -1.83
C -0.50 2.12 -2.54
N -0.49 2.19 -3.93
C -0.65 1.04 -4.80
C -0.67 3.48 -4.58
N 0.39 3.02 -1.90
C 1.75 2.92 -2.37
C -0.03 4.36 -1.54
C -2.06 -1.01 -1.84
N 2.35 -0.61 -0.26
C 3.70 -1.14 -0.41
C 2.27 0.46 0.72
H 1.14 -4.31 -1.28
H 2.19 -3.55 -0.09
H 2.84 -3.96 -1.70
H -0.06 -2.94 -2.89
H 1.53 -2.80 -3.66
H 0.62 -1.34 -3.26
H -0.46 -3.18 0.24
H -2.32 -4.65 -0.47
H -4.03 -3.81 -2.04
H -4.99 -2.00 -3.33
H -4.97 0.36 -4.04
H -3.15 1.87 -3.30
H -0.40 0.13 -4.26
H 0.05 1.15 -5.64
H -1.66 0.94 -5.19
H -0.95 4.23 -3.85
H -1.48 3.41 -5.30
H 0.24 3.79 -5.11
H 2.04 1.87 -2.47
H 2.40 3.39 -1.63
H 1.92 3.43 -3.34
H -1.11 4.40 -1.41
H 0.27 5.10 -2.30
H 0.43 4.64 -0.59
H 3.78 -1.72 -1.32
H 3.96 -1.76 0.46
H 4.40 -0.30 -0.45
H 2.94 1.27 0.42
H 2.57 0.09 1.71
H 1.27 0.87 0.79
C -1.61 1.05 4.43
P -0.66 -0.43 3.94
C -1.69 -1.68 4.76
C 0.92 -0.04 4.74
C 1.49 -0.77 5.78
C 2.74 -0.43 6.26
C 3.44 0.64 5.71
C 2.86 1.38 4.69
C 1.60 1.04 4.20
H -1.12 1.95 4.06
H -1.72 1.11 5.52
H -2.59 0.98 3.96
H -1.41 -1.73 5.82
H -1.55 -2.65 4.31
H -2.73 -1.35 4.68
H 0.97 -1.63 6.17
H 3.20 -1.02 7.05
H 4.43 0.88 6.05
H 3.40 2.21 4.25
H 1.16 1.61 3.39
O 1.66 -4.09 2.12
Cl 1.51 -2.66 2.48
O 0.61 -2.63 3.69
O 2.83 -2.15 2.89
O -0.63 -0.42 2.44

Properties
Calculated total energy, a.u.: -5108.41610
Charge: -1
HOMO (alpha / beta), eV: -4.4 / -4.6
Strongest force on any atom, eV/Å: 1.73
LUMO (alpha / beta), eV: 1.313 / 2.414
Multiplicity: 5

=====

Record 2
C20H14N3O10PdS | the ωB97M-V functional and the def2-TZVPD basis

CARTESIAN COORDINATES (ANGSTROEM)
Pd 0.31 1.13 -0.87
O -1.38 2.84 -0.97
C -2.49 2.67 -0.50
C -2.91 1.69 0.49
C -4.17 1.90 1.05
C -4.65 1.08 2.03
C -3.90 -0.02 2.47
C -2.68 -0.27 1.92
C -2.12 0.57 0.90
O -0.98 0.23 0.44
N -5.96 1.36 2.62
O -6.62 2.28 2.15
O -6.38 0.59 3.46
H -3.31 3.35 -0.82
H -4.77 2.74 0.71
H -4.31 -0.66 3.25
H -2.08 -1.12 2.23
O 1.04 -6.08 -3.26
C 1.96 -5.72 -2.33
O 2.81 -6.51 -2.01
C 1.85 -4.33 -1.79
C 0.75 -3.50 -1.99
C 0.71 -2.23 -1.47
C 1.78 -1.74 -0.72
C 2.89 -2.57 -0.51
C 2.91 -3.85 -1.03
N 1.69 -0.45 -0.21
C 2.57 0.05 0.65
C 2.38 1.36 1.13
C 3.23 2.00 2.06
C 2.94 3.26 2.49
C 1.79 3.92 2.01
C 1.00 3.27 1.09
N 1.28 2.02 0.67
H 0.50 -5.32 -3.49
H -0.11 -3.83 -2.56
H -0.14 -1.59 -1.65
H 3.74 -2.22 0.05
H 3.77 -4.49 -0.87
H 3.40 -0.53 1.03
H 4.11 1.47 2.41
H 3.59 3.75 3.20
H 1.52 4.91 2.33
H 0.13 3.72 0.66
O -0.43 0.57 -2.67
S 0.89 0.93 -3.41
O 0.64 1.62 -4.63
O 1.42 1.93 -2.31
O 1.76 -0.22 -3.47

Properties
Calculated total energy, a.u.: -2213.29024
Charge: -1
HOMO (alpha / beta), eV: -3.9 / -6.1
Strongest force on any atom, eV/Å: 1.12
LUMO (alpha / beta), eV: 1.776 / 1.592
Multiplicity: 3
ΔE to the lowest compared entry with this formula, charge and spin, eV: 0.000

=====

Record 3
C5H4N2O | the ωB97M-V functional and the def2-TZVPD basis

CARTESIAN COORDINATES (ANGSTROEM)
N -2.20 1.69 -0.33
C -1.59 0.82 0.13
C -0.84 -0.20 0.69
C -0.67 -1.27 -0.27
C 0.35 -0.03 -0.28
N 1.71 -0.09 0.12
C 2.34 0.88 0.00
O 3.33 1.44 0.13
H -0.81 -0.40 1.79
H -1.37 -1.10 -0.97
H -0.40 -2.27 0.18
H 0.14 0.52 -1.21

Properties
Calculated total energy, a.u.: -377.56156
Charge: 0
HOMO, eV: -9.8
SMILES: N#C[C@H]1C[C@@H]1N=C=O
Strongest force on any atom, eV/Å: 7.18
LUMO, eV: -0.045
ΔE to the lowest compared entry with this formula, charge and spin, eV: 2.789

=====

Record 4
C3H7N2S | the ωB97M-V functional and the def2-TZVPD basis

CARTESIAN COORDINATES (ANGSTROEM)
C -0.15 1.48 1.21
C -0.05 1.85 -0.30
C 0.29 -0.65 -0.49
N 0.11 0.36 1.60
N -0.21 -1.90 -0.09
S -0.57 0.51 -1.38
H -0.52 2.36 1.80
H -0.55 2.70 -0.62
H 1.02 1.86 -0.36
H 1.38 -0.51 -0.33
H -0.04 -1.90 1.01
H 0.38 -2.72 -0.58
H -1.29 -2.03 -0.35

Properties
Calculated total energy, a.u.: -625.80727
Charge: +1
HOMO (alpha / beta), eV: -13.2 / -12.9
Strongest force on any atom, eV/Å: 4.35
LUMO (alpha / beta), eV: -5.190 / -5.112
ΔE to the lowest compared entry with this formula, charge and spin, eV: 4.488

=====

Record 5
C28H38ClF5N8O2S | the ωB97M-V functional and the def2-TZVPD basis

CARTESIAN COORDINATES (ANGSTROEM)
C -2.29 -0.72 0.29
C -1.75 0.78 0.11
C -2.51 1.63 -1.00
C -2.18 3.14 -1.31
C -1.04 3.77 -0.44
C -0.28 2.94 0.63
C -0.57 1.42 0.97
C 0.19 0.58 2.10
C 1.78 0.41 1.93
Cl 2.31 -0.16 3.64
C 2.57 1.82 1.79
N 3.19 2.79 1.43
C 2.24 -0.66 0.77
C 0.99 -1.59 0.27
N 0.28 -2.57 0.19
C 3.56 -1.50 1.14
C 3.39 -2.99 1.67
N 4.73 -3.32 2.32
N 3.28 -4.05 0.58
N 2.39 -3.25 2.72
S 2.70 0.26 -0.83
O 4.12 0.80 -0.77
O 1.73 1.34 -1.21
C 2.71 -0.92 -2.32
F 1.34 -0.92 -2.80
F 3.04 -2.26 -1.98
C 3.62 -0.40 -3.54
F 3.43 0.99 -3.70
F 4.98 -0.76 -3.26
F 3.19 -1.05 -4.73
H -1.96 -1.29 -0.68
H -3.43 -0.73 0.28
H -1.86 -1.28 1.19
H -3.37 1.17 -1.63
H -2.73 3.77 -2.10
H -0.76 4.89 -0.58
H 0.54 3.50 1.23
H -0.35 -0.42 2.34
H 0.05 1.20 3.07
H 4.28 -0.95 1.86
H 4.20 -1.59 0.16
H 5.44 -3.06 1.60
H 4.81 -4.34 2.49
H 2.50 -3.84 -0.06
H 4.17 -4.14 0.08
H 1.55 -2.66 2.69
H 2.18 -4.26 2.72
C 2.12 -5.15 -3.08
C 1.69 -6.55 -3.50
C 1.58 -7.52 -2.32
C 2.88 -7.76 -1.67
N 3.89 -7.93 -1.16
H 3.12 -5.16 -2.64
H 2.15 -4.49 -3.95
H 1.42 -4.73 -2.35
H 2.39 -6.94 -4.24
H 0.71 -6.49 -3.99
H 1.19 -8.48 -2.68
H 0.87 -7.14 -1.58
C -3.37 6.91 -3.79
C -4.74 6.96 -4.45
C -5.89 6.62 -3.50
C -5.81 5.23 -3.02
N -5.74 4.15 -2.64
H -3.14 5.91 -3.43
H -2.60 7.21 -4.50
H -3.33 7.60 -2.94
H -4.75 6.29 -5.31
H -4.91 7.98 -4.84
H -6.84 6.76 -4.02
H -5.88 7.30 -2.64
C -2.72 0.85 7.00
C -2.22 1.95 6.07
C -3.15 2.20 4.88
C -3.25 1.04 3.99
N -3.33 0.12 3.30
H -2.78 -0.11 6.49
H -2.04 0.74 7.85
H -3.71 1.10 7.39
H -1.22 1.68 5.71
H -2.12 2.88 6.64
H -2.77 3.05 4.31
H -4.15 2.48 5.24

Properties
Calculated total energy, a.u.: -3035.57053
Charge: 0
HOMO, eV: -8.4
SMILES: Cc1ccccc1C[C@](Cl)(C#N)[C@](C#N)(CC(N)(N)N)S(=O)(=O)C(F)(F)C(F)(F)F.CCCC#N.CCCC#N.CCCC#N
Strongest force on any atom, eV/Å: 7.03
LUMO, eV: -0.871
ΔE to the lowest compared entry with this formula, charge and spin, eV: 5.874

=====

Record 6
C39H35BaBrCl3F5N6O2SSbTe | the ωB97M-V functional and the def2-TZVPD basis

CARTESIAN COORDINATES (ANGSTROEM)
Ba -2.07 0.24 -1.58
C 0.78 2.15 -0.34
C -0.28 2.88 0.41
C -0.08 4.23 0.74
C -1.05 4.91 1.42
C -2.21 4.23 1.79
C -2.36 2.90 1.43
N -1.39 2.23 0.74
Sb -4.11 1.94 2.20
C -5.05 1.44 0.32
C -6.43 1.32 0.20
C -6.99 1.08 -1.05
C -6.17 1.01 -2.16
C -4.81 1.16 -1.96
C -3.88 1.11 -3.18
N -4.26 1.34 -0.73
C -3.31 -0.02 2.52
C -3.22 -0.43 3.84
C -2.83 -1.74 4.11
C -2.59 -2.59 3.06
C -2.72 -2.12 1.75
C -2.55 -3.06 0.59
N -3.04 -0.85 1.49
H 1.74 2.32 0.12
H 0.85 2.52 -1.37
H 0.59 1.08 -0.40
H 0.84 4.71 0.45
H -0.92 5.96 1.67
H -2.99 4.73 2.34
H -7.07 1.43 1.07
H -8.06 0.98 -1.16
H -6.57 0.87 -3.15
H -4.41 1.40 -4.08
H -3.56 -0.01 -3.32
H -1.94 1.59 -3.63
H -3.46 0.24 4.65
H -2.74 -2.09 5.13
H -2.32 -3.62 3.23
H -1.59 -3.58 0.63
H -2.60 -2.48 -0.33
H -3.34 -3.81 0.59
Br 2.30 -3.45 -5.08
C 0.56 -3.65 -4.43
C -0.19 -4.77 -4.73
C -1.46 -4.86 -4.18
C -1.93 -3.84 -3.39
N -1.23 -2.73 -3.14
C 0.01 -2.66 -3.65
H 0.20 -5.55 -5.38
H -2.09 -5.72 -4.38
H -2.91 -3.89 -2.94
H 0.58 -1.77 -3.41
Cl 4.58 4.84 3.98
C 4.34 3.17 3.58
C 3.13 2.75 3.06
C 2.97 1.42 2.74
C 3.98 0.48 2.92
C 3.80 -0.98 2.56
C 2.36 -1.53 2.83
N 1.53 -1.78 1.65
C 1.71 -2.74 0.68
C 0.78 -2.50 -0.27
N 0.00 -1.41 0.07
C 0.49 -1.00 1.22
O 4.23 -1.33 1.25
C 4.18 -0.40 0.18
C 5.42 0.46 0.15
C 6.68 -0.06 0.07
Cl 7.11 -1.72 -0.03
S 7.90 1.12 0.07
C 6.75 2.37 0.15
C 5.48 1.88 0.18
C 5.19 0.95 3.43
Cl 6.54 -0.14 3.64
C 5.38 2.28 3.77
H 2.33 3.46 2.92
H 2.03 1.10 2.33
H 4.45 -1.57 3.20
H 1.79 -0.86 3.46
H 2.47 -2.48 3.35
H 2.49 -3.48 0.77
H 0.61 -3.06 -1.17
H 0.10 -0.19 1.80
H 3.27 0.21 0.20
H 4.14 -1.01 -0.71
H 7.07 3.40 0.17
H 4.62 2.51 0.24
H 6.33 2.61 4.16
F -3.23 -1.58 -4.81
Te -1.70 -0.40 -4.61
F -2.76 0.62 -5.76
F -1.01 -1.36 -6.02
F -0.44 0.90 -5.18
F -0.13 0.40 -2.55
O -2.64 1.95 -3.01

Properties
Calculated total energy, a.u.: -7371.87843
Charge: +1
HOMO, eV: -10.3
Strongest force on any atom, eV/Å: 8.32
LUMO, eV: -3.254

=====

Record 7
C17H30AsBr12F9N3O5 | the ωB97M-V functional and the def2-TZVPD basis

CARTESIAN COORDINATES (ANGSTROEM)
As 0.39 0.53 0.21
F -1.29 0.54 -0.50
F 0.88 -0.85 -0.74
F 2.05 0.54 0.91
F -0.11 1.92 1.25
F -0.05 -0.51 1.59
F 0.95 1.73 -1.03
C 1.07 -3.25 -1.16
C -0.21 -3.41 -0.39
O -0.70 -4.52 -0.24
N -0.74 -2.21 -0.10
C -1.88 -2.09 0.81
H 0.78 -2.67 -2.03
H 1.40 -4.15 -1.69
H 1.78 -2.69 -0.55
H -0.15 -1.43 -0.34
H -2.80 -2.26 0.24
H -1.90 -1.09 1.24
H -1.67 -2.83 1.59
C 4.43 -2.76 0.46
C 3.63 -2.36 1.65
O 3.99 -2.62 2.77
N 2.55 -1.56 1.43
C 1.78 -1.22 2.61
H 5.41 -2.28 0.49
H 3.83 -2.63 -0.45
H 4.64 -3.83 0.55
H 2.28 -1.35 0.47
H 1.92 -1.86 3.49
H 0.72 -1.21 2.35
H 1.97 -0.17 2.82
C 4.76 4.19 0.65
C 4.23 2.79 0.61
O 5.03 1.92 0.29
N 3.00 2.43 0.82
C 1.82 3.28 0.85
H 4.51 4.74 -0.26
H 5.85 4.14 0.74
H 4.34 4.86 1.39
H 2.68 1.47 0.76
H 1.53 3.75 -0.09
H 1.78 3.94 1.72
H 0.99 2.59 0.99
C -7.61 -0.17 -1.24
C -6.47 -1.20 -1.59
O -5.17 -0.56 -1.66
C -4.10 -1.27 -1.17
O -4.22 -2.39 -0.67
C -2.82 -0.36 -1.07
F -2.57 -0.25 0.24
F -1.70 -0.95 -1.63
F -3.02 0.82 -1.58
H -7.68 0.68 -1.93
H -7.35 0.23 -0.26
H -8.52 -0.71 -0.99
H -6.64 -1.73 -2.52
H -6.57 -2.01 -0.86
C 0.18 1.14 3.83
Br -1.04 2.65 4.40
Br -0.28 -0.63 4.63
Br 2.08 1.62 4.17
H -0.07 0.91 2.80
C -2.45 2.81 -0.09
Br -0.78 3.48 -0.95
Br -4.06 3.06 -1.27
Br -2.54 3.53 1.77
H -2.42 1.73 0.00
C 2.77 -0.04 -2.35
Br 3.14 -1.67 -3.35
Br 2.89 1.66 -3.40
Br 3.92 -0.01 -0.72
H 1.75 -0.16 -1.97
C -0.86 0.43 -3.31
Br -2.78 0.52 -3.90
Br 0.37 1.66 -4.35
Br 0.05 -1.23 -2.87
H -0.93 0.86 -2.31

Properties
Calculated total energy, a.u.: -35228.22047
Charge: -1
HOMO, eV: -5.9
Strongest force on any atom, eV/Å: 16.45
LUMO, eV: 0.756

=====

Record 8
C23H27N4SSi2Tl | the ωB97M-V functional and the def2-TZVPD basis

CARTESIAN COORDINATES (ANGSTROEM)
Tl 1.42 0.09 0.08
N 2.77 1.90 4.14
C 2.19 1.48 2.99
S 3.26 1.03 1.72
N 0.87 1.51 3.02
N 0.22 1.12 1.90
C -1.06 1.23 1.92
C -1.80 1.79 3.09
C -1.72 3.15 3.38
C -2.43 3.67 4.46
C -3.20 2.83 5.25
C -3.27 1.48 4.97
C -2.57 0.96 3.89
C -1.83 0.79 0.74
C -3.21 0.99 0.65
C -3.87 0.54 -0.48
C -3.16 -0.10 -1.48
C -1.79 -0.25 -1.31
N -1.15 0.18 -0.23
H 3.75 1.75 4.27
H 2.17 2.06 4.93
H -1.10 3.79 2.77
H -2.37 4.73 4.67
H -3.75 3.24 6.09
H -3.87 0.82 5.59
H -2.63 -0.10 3.67
H -3.74 1.49 1.44
H -4.94 0.68 -0.58
H -3.64 -0.47 -2.38
H -1.18 -0.74 -2.06
C 3.53 1.09 -2.78
Si 1.74 0.69 -2.37
C 0.61 1.93 -3.21
C 1.36 -1.05 -3.07
C 1.22 -1.12 -4.46
C 0.96 -2.31 -5.12
C 0.83 -3.48 -4.38
C 0.96 -3.43 -3.00
C 1.23 -2.24 -2.32
Si 1.36 -2.40 -0.42
C -0.12 -3.39 0.18
C 2.94 -3.33 -0.02
H 3.70 1.06 -3.86
H 4.21 0.37 -2.31
H 3.79 2.09 -2.42
H 0.73 1.95 -4.29
H 0.82 2.93 -2.83
H -0.44 1.71 -2.99
H 1.32 -0.22 -5.06
H 0.87 -2.33 -6.20
H 0.63 -4.42 -4.88
H 0.85 -4.35 -2.44
H -0.16 -4.38 -0.27
H -1.05 -2.87 -0.04
H -0.06 -3.51 1.27
H 2.95 -4.32 -0.50
H 3.05 -3.47 1.05
H 3.82 -2.79 -0.38

Properties
Calculated total energy, a.u.: -2261.36179
Charge: 0
HOMO, eV: -6.9
Strongest force on any atom, eV/Å: 0.23
LUMO, eV: -0.230
ΔE to the lowest compared entry with this formula, charge and spin, eV: 0.000

=====

Record 9
C6H13N | the ωB97M-V functional and the def2-TZVPD basis

CARTESIAN COORDINATES (ANGSTROEM)
C -0.06 0.68 -0.28
C -2.44 0.19 -0.37
C 2.63 -0.26 0.86
C -2.84 -0.15 1.04
N -0.48 -0.51 -0.70
C 1.91 -0.07 -0.43
C 2.40 -0.10 -1.65
H -0.43 -1.19 0.05
H -0.07 1.48 -1.01
H -0.06 0.98 0.77
H -2.53 1.24 -0.64
H -2.86 -0.44 -1.15
H 2.39 -1.23 1.30
H 3.72 -0.20 0.73
H 2.35 0.50 1.59
H -2.23 0.39 1.77
H -3.89 0.12 1.25
H -2.74 -1.22 1.24
H 3.48 -0.11 -1.84
H 1.76 -0.09 -2.53

Properties
Calculated total energy, a.u.: -290.94586
Charge: 0
HOMO (alpha / beta), eV: -7.0 / -7.0
Strongest force on any atom, eV/Å: 6.40
LUMO (alpha / beta), eV: 0.919 / 0.919
ΔE to the lowest compared entry with this formula, charge and spin, eV: 5.793

=====

> What is the formula in the seventh record?

C17H30AsBr12F9N3O5